(1)
67
Properties=species:S:1:pos:R:3:forces:R:3 method="wB97M-V/def2-TZVPD" total_energy_ev=-86336.642 homo_lumo_gap_ha=0.2416 largest_force_ev_per_a=0.4 charge=-2 e_lumo_ev=4.293
Pb 0.355 0.108 -1.015 0.295 0.317 0.042
Cl -4.255 3.442 3.222 0.035 0.002 -0.010
C -2.781 3.174 2.322 -0.023 0.007 0.005
C -2.861 2.540 1.091 -0.038 -0.012 -0.015
C -1.717 2.294 0.339 0.055 0.035 -0.068
N -1.716 1.545 -0.847 0.044 -0.149 0.132
C -2.739 1.570 -1.683 -0.081 -0.079 -0.123
O -3.781 2.246 -1.656 0.014 0.006 0.018
C -2.601 0.589 -2.853 0.050 -0.001 0.123
C -3.636 0.497 -3.776 -0.034 -0.011 -0.040
C -3.554 -0.452 -4.779 -0.015 0.018 0.005
C -2.448 -1.289 -4.833 0.005 -0.002 -0.006
C -1.454 -1.122 -3.883 0.034 0.056 -0.005
N -1.526 -0.195 -2.930 -0.072 -0.085 0.042
C -0.458 2.734 0.824 0.038 0.043 -0.026
C -0.403 3.370 2.063 0.022 0.042 0.005
C -1.551 3.582 2.809 0.011 0.007 0.001
Cl -1.408 4.373 4.360 -0.018 -0.008 -0.028
N 0.662 2.425 0.060 -0.235 -0.174 -0.055
C 1.706 3.238 0.003 0.187 0.030 0.093
O 1.865 4.352 0.530 -0.005 -0.028 0.000
C 2.863 2.709 -0.845 -0.127 -0.015 -0.002
C 4.102 3.330 -0.734 0.024 0.001 0.010
C 5.157 2.858 -1.491 0.021 0.012 0.001
C 4.950 1.784 -2.343 0.003 0.000 0.005
C 3.684 1.228 -2.390 -0.001 0.007 0.087
N 2.664 1.680 -1.668 -0.006 0.064 -0.026
H -3.823 2.241 0.703 0.003 0.002 0.018
H -4.477 1.166 -3.659 -0.005 -0.011 0.003
H -4.352 -0.550 -5.507 0.001 0.002 0.000
H -2.355 -2.061 -5.584 0.002 0.008 -0.004
H -0.571 -1.753 -3.859 -0.017 -0.005 0.017
H 0.553 3.700 2.439 -0.022 0.019 -0.001
H 4.194 4.159 -0.046 0.000 0.000 -0.007
H 6.138 3.313 -1.410 -0.001 -0.002 0.003
H 5.751 1.369 -2.940 -0.001 -0.003 0.004
H 3.479 0.368 -3.020 -0.001 0.007 -0.005
C -2.001 -1.344 1.334 0.162 0.090 0.075
N -0.998 -1.627 0.311 -0.051 0.073 -0.119
C -0.734 -2.859 0.059 -0.019 -0.127 -0.086
C 0.171 -3.331 -0.943 -0.100 0.191 0.093
C 0.525 -4.665 -1.191 0.032 -0.055 -0.017
C 1.457 -4.628 -2.230 -0.041 0.021 -0.005
C 1.608 -3.267 -2.551 -0.068 -0.020 0.031
N 0.836 -2.482 -1.789 -0.015 -0.218 -0.084
C -1.458 -1.439 2.746 0.019 0.024 -0.021
C -2.252 -1.937 3.772 -0.010 0.013 0.046
C -1.774 -1.994 5.076 -0.003 0.004 -0.031
C -0.487 -1.561 5.361 0.010 0.004 -0.014
C 0.316 -1.072 4.338 -0.021 -0.012 0.025
C -0.166 -1.009 3.040 -0.017 -0.043 -0.015
H -2.865 -2.011 1.230 0.012 -0.046 0.005
H -2.362 -0.326 1.166 -0.030 -0.018 -0.016
H -1.244 -3.641 0.637 0.005 -0.005 -0.004
H 0.168 -5.531 -0.651 0.000 0.002 -0.012
H 1.971 -5.461 -2.685 0.006 0.004 0.008
H 2.260 -2.840 -3.304 -0.001 0.000 0.001
H -3.257 -2.282 3.550 0.001 0.002 0.000
H -2.406 -2.383 5.866 -0.001 0.001 -0.001
H -0.108 -1.609 6.376 -0.002 0.000 0.000
H 1.330 -0.745 4.535 -0.008 0.004 -0.007
H 0.487 -0.648 2.256 0.004 0.004 -0.001
F 3.418 -2.182 1.359 -0.004 0.056 -0.004
B 3.482 -0.785 1.337 0.141 -0.014 0.030
F 3.840 -0.296 2.606 -0.017 -0.014 -0.038
F 4.400 -0.345 0.367 -0.054 -0.018 0.051
F 2.188 -0.261 1.006 -0.073 -0.002 -0.084

***

(2)
61
Properties=species:S:1:pos:R:3:forces:R:3 method="wB97M-V/def2-TZVPD" total_energy_ev=-92058.799 homo_lumo_gap_ha="0.2267 / 0.2295" largest_force_ev_per_a=2.0 charge=+2 e_lumo_ev="-7.553 / -7.493"
Ru 0.292 0.062 -0.217 -0.310 -1.714 0.003
Cl 1.168 -0.955 1.850 0.145 1.121 -0.437
C 1.209 -2.644 1.510 0.008 -1.191 -0.368
C 2.084 -3.444 2.230 -0.147 0.397 -0.039
C 2.145 -4.803 1.962 -0.148 0.073 -0.112
C 1.319 -5.374 1.011 -0.101 0.064 -0.082
C 0.437 -4.573 0.294 0.171 0.278 0.278
Cl -0.603 -5.249 -0.888 -0.028 -0.314 -0.071
C 0.387 -3.196 0.530 -0.254 -0.002 -0.204
S -0.703 -2.245 -0.543 1.450 1.393 0.094
H 2.711 -3.002 2.987 0.121 0.060 0.074
H 2.853 -5.418 2.493 0.015 -0.053 0.107
H 1.353 -6.435 0.822 -0.011 -0.065 -0.081
O -1.822 -1.713 2.015 0.625 -0.279 -0.260
B -1.967 -1.663 0.651 -0.730 -0.145 0.808
O -3.190 -1.178 0.275 0.358 -0.098 -0.882
C -3.872 -0.966 1.450 0.135 -0.026 1.312
C -5.161 -0.512 1.640 0.341 -0.061 -0.265
C -5.571 -0.378 2.958 0.048 -0.006 0.153
C -4.734 -0.698 4.027 -0.138 0.092 -0.097
C -3.443 -1.166 3.833 0.306 -0.104 -0.240
C -3.029 -1.293 2.523 -1.199 0.482 -0.424
H -5.799 -0.282 0.802 -0.104 0.059 -0.019
H -6.562 -0.008 3.165 -0.129 -0.008 0.007
H -5.098 -0.576 5.035 -0.040 -0.009 0.059
H -2.801 -1.419 4.659 0.100 -0.044 0.114
S 2.247 0.095 -1.597 -1.471 0.418 0.786
Sb 1.159 1.853 -2.769 0.316 -0.237 -0.225
C 0.337 3.284 -1.358 0.510 -0.768 -0.694
C 0.233 2.978 -0.005 0.270 -0.387 -0.228
C -0.393 3.879 0.842 0.080 -0.217 0.219
C -0.892 5.072 0.344 -0.055 -0.067 -0.048
C -0.779 5.368 -1.003 0.034 0.010 -0.125
C -0.167 4.472 -1.864 0.020 -0.129 -0.078
C 2.677 2.457 -4.161 -0.834 -0.084 0.539
C 3.277 1.465 -4.920 -0.150 -0.274 0.024
C 4.301 1.824 -5.781 -0.028 -0.094 -0.005
C 4.708 3.146 -5.866 -0.002 -0.048 0.032
C 4.096 4.120 -5.096 0.014 0.083 0.008
C 3.071 3.780 -4.229 -0.130 0.148 0.060
C -0.534 0.796 -3.575 0.648 0.642 0.272
C -1.527 0.390 -2.692 0.310 0.182 0.264
C -2.558 -0.411 -3.159 -0.073 -0.101 0.163
C -2.597 -0.776 -4.499 0.064 0.003 0.026
C -1.616 -0.342 -5.378 0.012 -0.015 0.030
C -0.569 0.441 -4.913 0.137 0.097 -0.028
H 0.729 2.077 0.435 -0.004 0.400 -0.074
H -0.466 3.665 1.896 -0.025 -0.044 0.147
H -1.377 5.771 1.005 -0.015 0.072 0.121
H -1.166 6.292 -1.396 -0.077 0.170 -0.012
H -0.089 4.694 -2.919 -0.051 0.101 -0.065
H 2.959 0.431 -4.836 0.081 0.026 -0.063
H 4.777 1.068 -6.387 0.058 -0.070 -0.033
H 5.516 3.412 -6.528 0.065 0.056 -0.101
H 4.413 5.147 -5.169 0.064 0.149 0.012
H 2.590 4.531 -3.618 0.033 0.150 0.012
H -1.530 0.741 -1.640 -0.091 -0.017 -0.269
H -3.333 -0.745 -2.484 -0.054 0.004 0.056
H -3.393 -1.410 -4.858 -0.106 0.007 -0.018
H -1.663 -0.613 -6.423 0.010 -0.031 -0.029
H 0.213 0.776 -5.583 -0.040 -0.036 -0.103

***

(3)
64
Properties=species:S:1:pos:R:3:forces:R:3 method="wB97M-V/def2-TZVPD" s_squared=0.7964 spin_multiplicity=2 total_energy_ev=-86348.988 homo_lumo_gap_ha="0.2773 / 0.2759" largest_force_ev_per_a=0.7 charge=0 e_lumo_ev="-0.758 / -0.849"
Fe -0.098 -0.023 -0.247 0.479 -0.446 0.241
C 3.062 -2.739 0.645 0.003 0.033 -0.046
C 4.242 -2.110 0.278 0.019 0.034 -0.013
C 4.189 -0.786 -0.091 0.169 -0.084 0.022
C 2.972 -0.107 -0.117 -0.058 0.532 0.058
N 1.820 -0.730 0.192 -0.250 -0.161 -0.185
C 1.893 -2.020 0.574 -0.001 -0.085 0.006
N 3.077 1.247 -0.433 0.012 -0.403 0.015
C 2.083 2.001 -0.700 -0.191 0.170 -0.060
N 0.725 1.717 -0.695 0.183 0.001 0.285
C 0.065 2.764 -1.263 0.325 0.199 -0.150
N -1.177 2.891 -1.576 -0.174 -0.112 -0.028
C -2.144 1.987 -1.216 0.133 0.108 0.107
C -3.448 2.338 -1.614 -0.020 0.052 -0.038
C -4.529 1.654 -1.136 -0.107 0.028 -0.018
C -4.315 0.624 -0.220 0.058 -0.024 0.031
C -3.024 0.279 0.074 0.076 0.146 -0.123
N -1.929 0.892 -0.452 -0.166 -0.128 -0.217
C 1.035 3.856 -1.551 -0.294 -0.140 0.028
C 0.858 5.113 -2.090 0.041 0.096 -0.034
C 1.994 5.907 -2.230 -0.047 -0.048 0.012
C 3.251 5.438 -1.850 -0.002 -0.056 0.020
C 3.413 4.162 -1.320 0.056 0.100 -0.037
C 2.277 3.394 -1.176 0.059 -0.271 0.107
H 3.031 -3.776 0.945 -0.009 0.003 0.013
H 5.184 -2.642 0.283 0.003 0.005 0.003
H 5.069 -0.227 -0.371 -0.008 -0.009 0.004
H 0.957 -2.497 0.807 0.030 -0.012 -0.036
H -3.544 3.187 -2.273 0.009 -0.003 0.001
H -5.532 1.931 -1.436 0.007 -0.004 0.000
H -5.131 0.083 0.236 0.013 -0.010 0.006
H -2.829 -0.532 0.750 0.037 -0.128 0.050
H -0.123 5.456 -2.391 0.009 0.005 -0.002
H 1.904 6.902 -2.647 -0.002 -0.001 0.000
H 4.115 6.078 -1.979 -0.001 0.001 0.001
H 4.384 3.776 -1.038 -0.002 0.008 -0.002
N -0.236 0.202 1.711 -0.032 0.280 -0.144
C -0.638 -0.767 2.724 0.102 0.093 0.053
C -0.500 -0.329 4.039 0.031 0.002 0.033
C -0.788 -1.157 5.102 0.002 -0.007 -0.012
C -1.211 -2.451 4.828 0.000 0.016 -0.015
C -1.356 -2.871 3.521 0.028 -0.025 0.041
C -1.087 -2.047 2.415 -0.050 -0.090 -0.050
C -1.339 -2.525 1.023 -0.137 0.065 -0.093
C -1.967 -3.767 0.839 -0.001 -0.008 0.026
C -2.339 -4.220 -0.410 0.019 -0.014 -0.025
C -2.117 -3.421 -1.520 -0.006 0.060 0.035
C -1.487 -2.199 -1.359 -0.105 -0.079 0.117
C -1.055 -1.744 -0.110 0.027 -0.056 -0.097
H -0.779 1.055 1.836 -0.020 -0.015 0.000
H 0.732 0.453 1.902 -0.032 0.075 0.071
H -0.149 0.682 4.216 -0.002 -0.005 0.003
H -0.676 -0.807 6.118 -0.001 0.000 0.001
H -1.434 -3.137 5.634 0.000 0.005 0.002
H -1.691 -3.883 3.363 0.008 -0.011 -0.017
H -2.186 -4.407 1.680 -0.032 0.013 0.022
H -2.810 -5.189 -0.511 -0.011 0.007 0.004
H -2.416 -3.747 -2.508 0.015 0.002 -0.001
H -1.308 -1.602 -2.242 -0.152 -0.058 0.077
F 0.508 -0.510 -2.106 -0.347 0.399 -0.028
B 1.039 -1.576 -3.044 0.203 -0.078 -0.067
F 2.255 -1.097 -3.476 -0.045 -0.032 0.048
F 1.153 -2.732 -2.291 0.129 0.041 0.012
F 0.102 -1.692 -4.047 0.017 0.025 -0.016

***

> Look up the charge of the first one.

-2

***

> Which of these has the highest charge?

C30H22BCl2O2RuS2Sb

***

> Look up the charge of the third one.

0

***

> Look up the charge of the second one.

+2